The following is a DFT calculation (ωB97M-V/def2-TZVPD) of 13 unconnected molecules or ions with the total composition C66H167N9O22 in a non-equilibrium geometry.

Properties
**Relative energy (zero: lowest compared OMol25 entry of this formula, charge and spin)**: 25.0 kcal per mole
**Total charge**: 0
**DFT total energy**: -4762.4364 a.u.

Last column: Mulliken charge in e.
Cartesian coordinates (Å):
C  1.126  0.723  -4.518  0.307
C  2.487  0.940  -4.042  1.034
C  3.514  1.105  -5.169  -1.695
O  2.575  2.153  -3.284  -0.190
H  0.517  0.919  -3.633  0.141
H  1.015  -0.296  -4.909  -0.547
H  0.893  1.430  -5.319  0.202
H  2.797  0.170  -3.325  -0.025
H  3.317  2.057  -5.711  0.377
H  3.452  0.276  -5.878  0.159
H  4.525  1.285  -4.794  0.466
H  1.897  2.071  -2.593  -0.481
C  -1.680  -5.967  -0.195  -0.977
C  -0.349  -6.661  0.007  0.490
C  0.731  -6.364  -1.035  -1.220
O  0.148  -6.443  1.365  -0.263
H  -2.374  -6.182  0.598  0.322
H  -2.121  -6.258  -1.177  0.426
H  -1.511  -4.900  -0.226  -0.036
H  -0.584  -7.776  -0.022  0.175
H  1.166  -5.378  -0.901  0.158
H  0.360  -6.433  -2.039  0.381
H  1.579  -7.084  -0.869  0.361
H  0.671  -7.249  1.537  0.191
C  5.965  -0.118  -0.743  -1.566
C  5.037  -1.132  -0.090  1.858
C  5.491  -2.556  -0.264  -1.025
O  4.876  -0.918  1.290  -0.449
H  6.040  -0.338  -1.816  0.417
H  6.965  -0.157  -0.259  0.340
H  5.635  0.946  -0.634  0.266
H  4.008  -0.988  -0.646  -0.590
H  5.577  -2.972  -1.242  0.391
H  4.723  -3.101  0.290  -0.018
H  6.425  -2.748  0.279  0.329
H  4.663  0.014  1.421  -0.148
C  3.433  -4.138  2.294  -1.318
C  2.567  -4.760  3.405  0.691
C  2.940  -4.280  4.773  -1.398
O  1.207  -4.483  3.072  -0.196
H  3.366  -3.023  2.217  0.073
H  3.323  -4.537  1.290  0.366
H  4.546  -4.299  2.499  0.374
H  2.711  -5.824  3.405  0.284
H  4.031  -4.440  4.833  0.423
H  2.442  -4.754  5.623  0.278
H  2.750  -3.199  4.803  0.166
H  0.877  -5.008  2.331  0.142
C  3.078  -7.631  7.068  -0.792
O  2.071  -7.679  6.080  -0.234
C  0.792  -7.847  6.671  -0.634
C  -0.324  -7.792  5.684  -0.654
N  -0.587  -6.431  5.223  -0.281
C  -1.734  -6.333  4.314  -0.663
C  -1.967  -4.884  3.877  0.592
O  -3.060  -4.855  2.987  -0.432
C  -3.246  -3.703  2.248  -0.266
H  3.098  -8.589  7.672  0.307
H  2.872  -6.875  7.851  0.339
H  4.039  -7.425  6.564  0.234
H  0.620  -7.062  7.405  0.348
H  0.713  -8.838  7.091  0.449
H  -1.263  -8.101  6.180  0.430
H  -0.120  -8.414  4.825  0.306
H  0.232  -6.050  4.758  0.192
H  -2.677  -6.679  4.852  0.379
H  -1.673  -7.055  3.424  0.090
H  -1.094  -4.409  3.347  -0.366
H  -2.248  -4.336  4.816  0.227
H  -3.752  -3.930  1.322  0.444
H  -2.334  -3.172  1.954  -0.189
H  -3.798  -2.917  2.812  0.376
C  0.146  -3.533  -10.126  -0.723
O  -0.816  -2.869  -9.346  -0.373
C  -0.454  -1.520  -9.020  0.226
C  -1.651  -0.779  -8.539  -1.451
N  -1.995  -1.160  -7.117  0.365
C  -2.942  -0.249  -6.441  -1.386
C  -2.348  1.032  -5.853  1.065
O  -2.204  2.098  -6.772  -0.499
C  -1.682  3.187  -6.005  -0.442
H  -0.057  -4.597  -10.018  0.265
H  1.144  -3.382  -9.679  0.217
H  0.151  -3.232  -11.200  0.325
H  -0.090  -1.057  -9.951  0.554
H  0.324  -1.468  -8.244  -0.252
H  -2.483  -1.022  -9.200  0.290
H  -1.550  0.250  -8.587  0.723
H  -2.221  -2.167  -7.091  0.263
H  -3.340  -0.827  -5.587  0.507
H  -3.775  0.059  -7.027  0.419
H  -1.380  0.679  -5.495  -0.470
H  -2.879  1.387  -4.972  -0.061
H  -0.751  2.912  -5.507  -0.016
H  -2.476  3.546  -5.328  0.277
H  -1.472  4.021  -6.658  0.408
C  3.682  0.544  3.777  -1.040
O  3.785  1.361  2.670  0.778
C  4.813  2.326  2.806  -0.649
C  4.285  3.566  3.429  -1.175
N  3.442  4.361  2.495  1.155
C  3.243  5.790  2.936  -0.594
C  2.048  6.307  2.240  -0.695
O  0.853  5.787  2.754  -0.165
C  -0.319  6.340  2.148  -0.877
H  4.557  -0.126  3.878  0.278
H  2.856  -0.127  3.478  0.038
H  3.394  1.062  4.679  0.458
H  5.192  2.486  1.782  -0.002
H  5.568  1.818  3.440  0.476
H  5.153  4.182  3.632  0.653
H  3.757  3.345  4.389  0.364
H  2.511  3.957  2.519  -0.852
H  4.121  6.359  2.621  0.106
H  3.037  5.847  4.013  0.366
H  2.076  6.109  1.175  0.310
H  2.018  7.380  2.363  0.505
H  -0.214  7.360  1.922  0.472
H  -1.246  6.152  2.699  0.197
H  -0.445  5.845  1.202  0.183
C  -7.842  -2.165  3.677  -0.784
O  -7.990  -0.785  3.963  -0.248
C  -9.109  -0.180  3.517  -0.346
C  -9.136  1.261  4.189  -0.982
N  -8.046  2.165  3.775  -0.268
C  -7.781  2.228  2.351  -0.428
C  -7.009  3.521  2.025  -0.636
O  -6.673  3.779  0.643  -0.511
C  -5.686  2.854  0.193  0.053
H  -7.891  -2.183  2.579  0.333
H  -8.635  -2.726  4.156  0.339
H  -6.858  -2.462  4.025  0.203
H  -10.019  -0.770  3.750  0.494
H  -9.093  -0.104  2.391  0.273
H  -9.187  1.204  5.284  0.399
H  -10.080  1.798  3.932  0.333
H  -7.213  1.989  4.314  0.354
H  -8.790  2.291  1.925  0.531
H  -7.293  1.340  1.997  0.178
H  -6.127  3.458  2.642  0.163
H  -7.592  4.384  2.367  0.394
H  -4.728  2.900  0.792  0.048
H  -5.467  3.149  -0.796  0.246
H  -6.051  1.796  0.207  0.080
C  2.531  5.829  -3.986  -0.731
O  2.863  6.019  -2.619  -0.307
C  3.983  5.365  -2.067  -0.049
C  4.485  6.239  -0.943  -0.368
N  5.520  5.628  -0.165  -0.052
C  6.337  6.549  0.606  -0.559
C  7.522  5.857  1.294  -0.699
O  6.983  4.769  1.999  -0.062
C  8.051  3.964  2.471  -0.847
H  2.322  4.787  -4.172  0.095
H  3.377  6.202  -4.541  0.455
H  1.646  6.380  -4.319  0.235
H  4.787  5.257  -2.810  0.453
H  3.799  4.371  -1.661  -0.194
H  3.562  6.667  -0.440  -0.015
H  4.992  7.101  -1.404  0.344
H  5.275  4.853  0.410  0.090
H  5.677  7.003  1.430  0.037
H  6.675  7.443  0.021  0.475
H  8.008  6.578  1.946  0.416
H  8.246  5.583  0.487  0.425
H  8.649  3.726  1.609  0.375
H  7.637  3.122  2.997  0.173
H  8.701  4.563  3.091  0.324
C  0.696  0.354  8.296  -0.827
O  0.096  1.095  7.256  -0.149
C  0.194  2.481  7.471  -1.061
C  -0.497  3.230  6.351  -0.328
N  0.302  3.436  5.217  0.222
C  0.482  2.364  4.302  -0.392
C  -0.746  1.549  3.763  -0.277
O  -1.873  2.227  3.292  -0.315
C  -1.631  3.154  2.302  -0.158
H  1.767  0.684  8.436  0.306
H  0.694  -0.679  8.013  0.239
H  0.111  0.506  9.216  0.307
H  1.251  2.801  7.543  0.379
H  -0.187  2.721  8.447  0.628
H  -0.702  4.224  6.744  0.546
H  -1.476  2.694  6.195  0.044
H  0.195  4.336  4.796  0.209
H  1.122  1.582  4.710  0.292
H  0.949  2.801  3.402  -0.665
H  -1.182  0.916  4.557  0.852
H  -0.276  0.952  2.965  -0.420
H  -0.824  3.830  2.586  -0.552
H  -2.529  3.688  2.068  0.589
H  -1.172  2.787  1.359  0.211
C  4.124  -2.147  -8.269  -0.808
O  3.054  -3.054  -8.032  -0.436
C  2.381  -2.742  -6.782  0.189
C  1.270  -3.764  -6.473  -0.768
N  0.361  -3.115  -5.502  0.488
C  -0.715  -3.984  -5.081  -0.932
C  -1.736  -3.278  -4.098  -0.240
O  -1.328  -3.041  -2.741  -0.172
C  -0.440  -1.942  -2.649  0.065
H  3.815  -1.104  -8.293  0.286
H  4.550  -2.389  -9.234  0.282
H  4.902  -2.339  -7.566  0.356
H  2.024  -1.724  -6.746  -0.356
H  3.164  -2.820  -6.012  0.518
H  1.690  -4.689  -5.991  0.333
H  0.804  -4.102  -7.373  0.304
H  0.064  -2.220  -5.883  -0.450
H  -0.266  -4.808  -4.557  0.481
H  -1.348  -4.377  -5.916  0.368
H  -2.633  -3.857  -4.032  0.564
H  -2.015  -2.342  -4.603  -0.358
H  0.494  -2.081  -3.149  0.734
H  -0.281  -1.797  -1.585  -0.694
H  -0.901  -1.012  -3.084  -0.116
C  -6.355  0.306  -5.334  -0.808
O  -5.588  -0.398  -4.347  -0.373
C  -5.332  0.333  -3.166  -0.370
C  -4.502  -0.548  -2.266  0.190
N  -4.161  0.225  -1.115  0.444
C  -3.532  -0.652  -0.077  -0.661
C  -3.334  -0.044  1.300  0.663
O  -4.663  0.192  1.841  -0.246
C  -4.757  0.706  3.121  -0.068
H  -7.406  0.364  -4.977  0.304
H  -6.287  -0.226  -6.284  0.247
H  -5.885  1.297  -5.492  0.334
H  -6.285  0.675  -2.759  0.602
H  -4.825  1.286  -3.385  0.139
H  -3.578  -0.811  -2.753  -0.433
H  -5.063  -1.470  -1.993  0.211
H  -4.999  0.512  -0.659  -0.226
H  -2.488  -0.826  -0.356  -0.286
H  -4.063  -1.600  0.034  0.710
H  -2.792  0.930  1.292  -1.100
H  -2.779  -0.707  1.965  0.490
H  -4.252  1.684  3.238  -0.140
H  -4.226  0.069  3.866  0.361
H  -5.754  0.919  3.381  -0.155
C  0.155  -1.453  1.476  -1.135
O  0.232  -0.159  0.880  1.941
C  1.491  0.122  0.294  -1.216
C  1.668  1.573  0.166  0.184
N  0.740  2.169  -0.859  1.388
C  0.700  3.651  -0.722  1.488
C  -0.128  4.291  -1.808  -0.806
O  -1.538  4.399  -1.674  -0.532
C  -2.237  3.231  -1.939  0.061
H  0.991  -1.565  2.190  0.051
H  0.262  -2.270  0.768  0.455
H  -0.786  -1.572  1.971  -0.176
H  1.646  -0.417  -0.656  0.056
H  2.260  -0.355  0.850  0.221
H  2.720  1.787  -0.160  -0.026
H  1.530  1.961  1.175  -0.589
H  -0.189  1.752  -0.808  -0.534
H  1.771  3.941  -0.934  -0.940
H  0.513  3.868  0.320  -0.116
H  0.180  3.685  -2.694  0.073
H  0.298  5.262  -1.973  0.523
H  -2.310  2.563  -1.068  -0.284
H  -1.716  2.629  -2.689  -0.009
H  -3.229  3.434  -2.260  0.365